# 1
Here is a molecular structure, C59H50I2MoN10O3S4 from OMol25. Energies are from the ωB97M-V functional and the def2-TZVPD basis.

Atoms and positions in Å:
1 Mo 0.05809 0.21129 0.17224
2 I -0.17225 7.54906 -1.98350
3 C 0.13521 5.71512 -1.04428
4 C -0.46882 5.45925 0.17332
5 C -0.30849 4.21472 0.76883
6 I -1.30745 3.85808 2.56648
7 C 0.46404 3.21233 0.17492
8 O 0.64761 1.99684 0.71081
9 C 1.07786 3.50671 -1.04069
10 C 1.82369 2.38113 -1.69026
11 N 0.92475 1.20786 -1.86340
12 C -0.22158 1.50191 -2.77129
13 C -1.57919 1.19385 -2.17710
14 C -2.60896 1.06797 -3.05284
15 C -4.03629 0.92038 -2.81070
16 C -4.71361 1.20506 -1.69262
17 C -2.74398 0.99678 -0.04267
18 N -1.53848 1.15255 -0.80476
19 C 0.90725 4.73772 -1.65307
20 H -1.06260 6.22042 0.66328
21 H 2.22588 2.70719 -2.65037
22 H 2.64922 2.06242 -1.05810
23 H 1.46367 0.46828 -2.27168
24 H -0.20381 2.56321 -2.99846
25 H -0.11130 0.97392 -3.71386
26 H -2.32230 1.07963 -4.09982
27 H -4.61611 0.55049 -3.65331
28 H -5.78629 1.04877 -1.62932
29 H -2.54026 1.22399 1.00744
30 H 1.37524 4.92962 -2.61343
31 N 1.56188 -1.01688 1.01501
32 S 2.10962 -2.06775 1.83471
33 N 2.17243 -3.58062 1.22639
34 S 2.10650 -4.24303 -0.14752
35 N 1.32105 -3.70597 -1.35137
36 S 0.98281 -2.23696 -1.97155
37 N 0.20629 -1.28834 -1.20696
38 C 0.03424 -2.75960 -3.36283
39 C -0.75072 -3.89621 -3.24755
40 C -1.59080 -4.22909 -4.29764
41 C -1.63383 -3.43613 -5.43638
42 C -0.84024 -2.29762 -5.53349
43 C -0.00427 -1.94698 -4.48799
44 C 2.59121 -1.73821 -2.62140
45 C 3.39693 -0.97816 -1.78203
46 C 4.68015 -0.64386 -2.19817
47 C 5.14691 -1.06175 -3.43652
48 C 4.34168 -1.84223 -4.25988
49 C 3.06440 -2.19760 -3.85213
50 C 1.34871 -5.79353 0.18094
51 C 0.73210 -5.99744 1.40137
52 C 0.15375 -7.23553 1.64080
53 C 0.20810 -8.22909 0.67383
54 C 0.83671 -7.99961 -0.54850
55 C 1.41828 -6.77186 -0.80657
56 C 3.74511 -4.72091 -0.61976
57 C 4.19618 -4.56674 -1.91595
58 C 5.49535 -4.95304 -2.21718
59 C 6.30468 -5.49881 -1.23246
60 C 5.82401 -5.67196 0.06534
61 C 4.53671 -5.28287 0.38426
62 C 3.77323 -1.65270 2.28482
63 C 3.95462 -0.66703 3.25205
64 C 5.22661 -0.16624 3.46829
65 C 6.29656 -0.62994 2.70996
66 C 6.09478 -1.59308 1.73173
67 C 4.82465 -2.10872 1.50933
68 C 1.31409 -2.59226 3.35591
69 C 1.99985 -2.73663 4.55920
70 C 1.31107 -3.22824 5.66027
71 C -0.03031 -3.57268 5.55096
72 C -0.69256 -3.44705 4.33327
73 C -0.02060 -2.96244 3.22418
74 H -0.70751 -4.50465 -2.35189
75 H -2.21452 -5.11159 -4.22431
76 H -2.29039 -3.70463 -6.25461
77 H -0.87138 -1.68343 -6.42541
78 H 0.61714 -1.06230 -4.56217
79 H 3.03012 -0.66894 -0.80980
80 H 5.31339 -0.05016 -1.54647
81 H 6.14284 -0.78105 -3.76263
82 H 4.71104 -2.18434 -5.22104
83 H 2.44946 -2.82660 -4.48331
84 H 0.71502 -5.21035 2.14630
85 H -0.33419 -7.42360 2.58986
86 H -0.23909 -9.19608 0.87316
87 H 0.87924 -8.78136 -1.29665
88 H 1.91121 -6.57691 -1.75463
89 H 3.54587 -4.16045 -2.67689
90 H 5.86761 -4.83553 -3.22832
91 H 7.31624 -5.80332 -1.47563
92 H 6.45510 -6.11297 0.82731
93 H 4.15196 -5.39736 1.39295
94 H 3.11093 -0.28591 3.81837
95 H 5.38338 0.59248 4.22571
96 H 7.28892 -0.22865 2.87668
97 H 6.92683 -1.95128 1.13658
98 H 4.66166 -2.85151 0.73710
99 H 3.05174 -2.50716 4.64105
100 H 1.83112 -3.35134 6.60377
101 H -0.56192 -3.95049 6.41771
102 H -1.73974 -3.71631 4.24519
103 H -0.52827 -2.86570 2.26608
104 N -5.20047 5.27955 1.47274
105 C -4.82133 4.20303 0.86824
106 C -5.27702 2.92116 1.35082
107 C -4.92024 1.81600 0.70526
108 C -4.01243 1.81281 -0.47575
109 C -3.58102 3.16890 -0.89508
110 C -3.96658 4.28839 -0.28221
111 S -2.97119 -0.84595 0.06105
112 O -4.11385 -1.20255 0.85886
113 O -2.78243 -1.45843 -1.21294
114 N -1.54186 -1.06059 0.88951
115 C -1.48359 -0.63209 2.20967
116 N -0.46600 0.23520 2.31477
117 C -0.04931 0.59748 3.51701
118 C -0.73163 0.18078 4.63507
119 C -1.87553 -0.58619 4.41975
120 N -2.26064 -1.01376 3.21892
121 H -5.83464 5.23836 2.25777
122 H -4.94101 6.18961 1.12123
123 H -5.92007 2.87836 2.22591
124 H -5.27411 0.84068 1.03802
125 H -2.95022 3.22337 -1.77625
126 H -3.65769 5.26080 -0.65111
127 H 0.80537 1.26464 3.55756
128 H -0.41578 0.47141 5.63057
129 H -2.50877 -0.88244 5.25194

Output
Total charge: +2
Relative energy (zero: lowest compared OMol25 entry of this formula, charge and spin): 100.9 kcal per mole
⟨S²⟩: 2.01
Frontier orbital gap (alpha / beta): 5.8745 / 6.3363 eV
2S+1: 3
Highest occupied orbital energy (alpha / beta): -10.8580 / -11.3228 eV

Here are the Löwdin charges for atoms 1 to 8, given in e: atom 1 (Mo): 1.70, atom 2 (I): 0.90, atom 3 (C): -0.74, atom 4 (C): -0.24, atom 5 (C): -0.61, atom 6 (I): 1.02, atom 7 (C): -0.40, atom 8 (O): -0.33

---

# 2
Here is a gas-phase ion, C7H16N (charge +1) from OMol25. Energies are from the ωB97M-V functional and the def2-TZVPD basis.

Atoms and positions in Å:
1 C 0.22253 0.79161 2.21470
2 C -0.17112 1.12745 0.77154
3 C 0.47068 0.33854 -0.38605
4 C 0.19098 -1.13998 -0.41244
5 C -0.46808 -1.71527 -1.42192
6 C -0.94768 -1.04152 -2.66761
7 C 0.60152 -1.99923 0.76932
8 N 0.10359 2.58839 0.51594
9 H 0.13619 1.67869 2.83845
10 H 1.25592 0.46231 2.38400
11 H -0.36649 -0.08917 2.45485
12 H -1.25324 0.99802 0.71040
13 H 0.10011 0.82984 -1.27327
14 H 1.56239 0.45252 -0.31326
15 H -0.62912 -2.77819 -1.33189
16 H -0.67725 0.00580 -2.80386
17 H -2.03319 -1.03273 -2.78241
18 H -0.49393 -1.54979 -3.52868
19 H -0.29002 -2.44036 1.24429
20 H 0.99396 -2.97559 0.47065
21 H 1.27241 -1.45869 1.39834
22 H -0.32314 2.84874 -0.37548
23 H -0.33416 3.26687 1.14747
24 H 1.07714 2.83175 0.37692

Output
Total charge: +1
Relative energy (zero: lowest compared OMol25 entry of this formula, charge and spin): 23.7 kcal per mole
SMILES: C/C=C(/C)C[C@@H](C)[NH3+]
Frontier orbital gap: 8.6306 eV
Highest occupied orbital energy: -12.2698 eV

Here are the natural (NBO) charges for atoms 1 to 8, given in e: atom 1 (C): -0.64, atom 2 (C): -0.03, atom 3 (C): -0.45, atom 4 (C): -0.02, atom 5 (C): -0.14, atom 6 (C): -0.65, atom 7 (C): -0.67, atom 8 (N): -0.67

---

# 3
Here is 2 unconnected molecules or ions with the total composition C3H9N2O3 from OMol25. Energies are from the ωB97M-V functional and the def2-TZVPD basis.

Atoms and positions in Å:
1 O -2.26180 0.06986 0.88688
2 C -1.84957 -1.05203 0.96444
3 C -1.27841 -1.75408 -0.24408
4 N -1.12200 -0.75356 -1.32438
5 H -1.89004 -1.63234 1.89966
6 H -0.31310 -2.21359 -0.02729
7 H -1.98442 -2.52679 -0.55367
8 H -1.09959 -1.18523 -2.24776
9 H -1.88650 -0.07117 -1.28846
10 H -0.21502 -0.19188 -1.20887
11 N 2.55632 1.77896 0.18475
12 C 1.58069 0.89322 -0.04330
13 O 1.10703 0.20215 1.01702
14 O 1.13774 0.65233 -1.15572
15 H 2.84457 2.03554 1.11302
16 H 2.85764 2.38655 -0.55799
17 H 1.38878 0.60919 1.84942

Output
Total charge: +1
Relative energy (zero: lowest compared OMol25 entry of this formula, charge and spin): 0.0 kcal per mole
Frontier orbital gap: 11.6263 eV
Highest occupied orbital energy: -14.6150 eV

Here are the natural (NBO) charges for atoms 1 to 8, given in e: atom 1 (O): -0.50, atom 2 (C): 0.43, atom 3 (C): -0.34, atom 4 (N): -0.71, atom 5 (H): 0.16, atom 6 (H): 0.25, atom 7 (H): 0.25, atom 8 (H): 0.44

---

# 4
Here is 5 unconnected molecules or ions with the total composition C22H34BrFO14P from OMol25. Energies are from the ωB97M-V functional and the def2-TZVPD basis.

Atoms and positions in Å:
1 O 2.43740 3.12876 -0.70665
2 C 1.31183 3.09096 -1.28492
3 O 0.18856 3.43658 -0.52396
4 O 1.06515 2.66903 -2.64656
5 P 1.73703 3.71467 -3.80283
6 O 1.84988 2.88237 -5.10952
7 O 3.34240 4.08563 -3.35952
8 C 3.57986 5.51521 -3.24730
9 C 4.73077 5.68590 -2.10697
10 F 4.03371 6.14269 -0.90007
11 O 0.78753 5.06427 -4.19175
12 C -0.29911 5.28566 -3.24952
13 C 0.09855 6.18601 -1.97048
14 C 0.03722 7.76921 -2.22583
15 Br 0.48904 8.35345 -4.06777
16 H 2.69637 6.12855 -2.87554
17 H 4.05050 5.88526 -4.21870
18 H 5.52085 6.45558 -2.39693
19 H 5.17211 4.66318 -1.81784
20 H -0.85517 4.32095 -2.94018
21 H -1.09473 5.90379 -3.82205
22 H 1.08424 5.84361 -1.46992
23 H -0.71506 5.95743 -1.17876
24 H -1.01347 8.11816 -1.93211
25 H 0.76869 8.31430 -1.51579
26 O -3.77024 -1.47959 -5.32292
27 C -2.77350 -1.00036 -4.84076
28 O -2.06103 0.00854 -5.41216
29 C -0.88216 0.25707 -4.63313
30 C -1.19265 -0.28401 -3.25920
31 C -2.11193 -1.44600 -3.56435
32 H -0.03912 -0.25833 -5.10262
33 H -0.67383 1.32775 -4.61033
34 H -0.30120 -0.56630 -2.69681
35 H -1.73361 0.46923 -2.67753
36 H -1.55420 -2.36601 -3.75410
37 H -2.84510 -1.59569 -2.77267
38 O -3.08995 -4.38557 -0.75040
39 C -2.09350 -3.90162 -0.27381
40 O -1.38651 -2.89306 -0.85082
41 C -0.20703 -2.63785 -0.07830
42 C -0.50921 -3.17424 1.29936
43 C -1.42579 -4.34188 1.00159
44 H 0.63652 -3.15181 -0.54935
45 H -0.00356 -1.56553 -0.06293
46 H 0.38425 -3.44937 1.85861
47 H -1.05108 -2.42119 1.87976
48 H -0.86614 -5.26117 0.81261
49 H -2.15617 -4.49178 1.79569
50 O -1.08215 -5.57862 5.75998
51 C -2.08602 -5.90788 5.18532
52 O -2.13696 -6.23010 3.86285
53 C -3.49837 -6.46542 3.48443
54 C -4.21666 -6.80298 4.77002
55 C -3.46110 -5.98105 5.79209
56 H -3.89142 -5.55898 3.01425
57 H -3.54281 -7.28446 2.76451
58 H -5.28573 -6.58584 4.73556
59 H -4.09591 -7.86785 4.99376
60 H -3.86532 -4.96996 5.88119
61 H -3.43541 -6.47288 6.76429
62 O 0.75108 -2.70136 4.03424
63 C 1.65671 -1.91031 3.96655
64 O 2.54467 -1.85811 2.93670
65 C 3.54999 -0.87927 3.22482
66 C 2.92236 0.04859 4.23822
67 C 2.00341 -0.87900 5.00547
68 H 4.43243 -1.39177 3.62030
69 H 3.82664 -0.35600 2.30795
70 H 3.65471 0.55916 4.86598
71 H 2.32856 0.81122 3.72472
72 H 2.51842 -1.36866 5.83551
73 H 1.11147 -0.36091 5.35723

Output
Total charge: -1
Frontier orbital gap: 7.1899 eV
Highest occupied orbital energy: -5.1460 eV

Here are the Löwdin charges for atoms 1 to 8, given in e: atom 1 (O): -0.04, atom 2 (C): -0.65, atom 3 (O): -0.19, atom 4 (O): -0.13, atom 5 (P): 0.68, atom 6 (O): -0.34, atom 7 (O): -0.22, atom 8 (C): -0.19

---

| no. | maximum force (hartree/bohr) |
| --- | --- |
| 1 | 0.02373 |
| 2 | 0.03409 |
| 3 | 0.00737 |
| 4 | 0.16334 |